[1]
DFT (the ωB97M-V functional and the def2-TZVPD basis) results for the molecule C3H3N5.

The geometry in XYZ format:
```
11
Properties=species:S:1:pos:R:3:forces:R:3
C 0.23359 0.97684 0.19591 1.1925 -3.9507 -1.2377
C -0.63970 0.41354 1.19253 -1.5472 -4.5096 -0.0454
C 0.74365 -1.27914 -0.84133 -1.4154 0.8484 -0.8241
H 1.11618 2.65313 -0.43960 -3.5455 -1.6677 1.4393
H -0.57259 0.80006 2.31126 -0.4672 -1.3321 -2.4622
H 1.35178 -2.19548 -1.27857 -0.5219 2.4500 1.2462
N 0.18669 2.18977 0.14632 4.8719 5.2296 -2.6285
N -1.26452 -0.67738 0.76706 -0.8629 2.4131 3.6957
N -1.63236 -1.17689 -0.41916 3.6102 0.2612 -1.2091
N -0.67720 -1.60083 -1.18286 -0.4049 0.6306 1.5414
N 1.15449 -0.10362 -0.45156 -0.9097 -0.3729 0.4843
```
Positions in Å, forces in eV/Å.

Values from the calculation:
Largest force on an atom: 7.62 eV/Å
Energy: -10603.9651 eV
ΔE to the lowest compared entry with this formula, charge and spin: 113.04 kcal/mol
SMILES: [H]/N=c1/cnnncn1
Spin multiplicity: 1
HOMO: -9.7 eV
HOMO-LUMO gap: 9.03 eV

***

[2]
DFT (the ωB97M-V functional and the def2-TZVPD basis) results for the molecule C3H3N5.

The geometry in XYZ format:
```
11
Properties=species:S:1:pos:R:3:forces:R:3
C 0.16917 0.41030 0.00441 0.8026 0.7774 -1.2450
C -0.51644 -0.84021 -0.13265 2.8215 -1.0180 -0.0684
C -1.91908 -0.97740 -0.21201 -8.4030 4.4569 4.6683
H 0.71165 2.35949 -0.13493 -2.8741 -1.5692 0.4134
H -1.13090 2.07664 -0.10647 1.3407 -0.5214 0.0026
H 2.30580 -1.55712 0.29830 5.7029 -2.6186 0.9394
N -0.16555 1.71573 -0.00551 0.1661 2.3843 -0.3320
N 1.51295 0.26194 0.00998 -1.6665 -3.5444 1.3242
N 1.53609 -1.10689 0.11962 -2.3824 2.9866 -1.8604
N 0.52519 -1.84896 -0.06391 -3.8352 2.9125 0.2803
N -3.02889 -0.49354 0.22318 8.3273 -4.2461 -4.1225
```
Positions in Å, forces in eV/Å.

Values from the calculation:
Largest force on an atom: 10.60 eV/Å
Energy: -10606.6258 eV
ΔE to the lowest compared entry with this formula, charge and spin: 51.69 kcal/mol
SMILES: N#Cc1n[nH]nc1N
Spin multiplicity: 1
HOMO: -9.0 eV
HOMO-LUMO gap: 9.16 eV

***

[3]
DFT (the ωB97M-V functional and the def2-TZVPD basis) results for the molecule C3H3N5.

The geometry in XYZ format:
```
11
Properties=species:S:1:pos:R:3:forces:R:3
C -1.20043 -0.05689 -0.25113 -1.0005 -1.9803 2.8401
C 0.88578 -1.06137 -0.49486 -0.8860 2.2370 -1.4381
C 1.32855 -0.04486 0.47765 -2.4907 2.2485 -1.6379
H -2.35222 0.33469 1.15081 -0.6482 -0.0245 -0.0215
H 1.72803 -1.65058 -0.94934 -1.3730 0.0297 0.1651
H 1.98093 -0.44198 1.16961 1.5935 0.1650 2.0344
N -1.99591 -0.51624 0.71717 3.1275 1.7662 -3.3083
N -0.30054 -0.90458 -0.99596 0.0437 -1.0602 0.8968
N 0.93931 1.21860 0.47787 0.5889 -1.8022 -1.0895
N 0.07349 1.82506 -0.58814 -1.7897 -2.2986 1.9904
N -1.08700 1.29815 -0.71368 2.8346 0.7195 -0.4315
```
Positions in Å, forces in eV/Å.

Values from the calculation:
Largest force on an atom: 4.88 eV/Å
Energy: -10605.2446 eV
ΔE to the lowest compared entry with this formula, charge and spin: 83.54 kcal/mol
SMILES: [H]/N=c1/nccnnn1
Spin multiplicity: 1
HOMO: -10.2 eV
HOMO-LUMO gap: 9.13 eV

***

[4]
DFT (the ωB97M-V functional and the def2-TZVPD basis) results for a 2-piece molecular cluster, C3H3NO overall.

The geometry in XYZ format:
```
8
Properties=species:S:1:pos:R:3:forces:R:3
C 0.22991 -0.31679 -1.03140 0.6240 1.1908 1.2364
C 1.37219 -0.50259 1.14050 0.6425 -1.0547 0.6435
C -0.92780 0.46931 -0.75574 -0.1079 -1.3188 -2.5877
N 1.49646 0.54515 0.56504 -1.6982 0.4515 -2.5905
O 1.34483 -1.51517 1.73488 -0.3252 -0.2955 0.1747
H -0.92084 -0.34609 -0.01252 -0.5298 -1.0748 1.3725
H -1.86602 0.31923 -1.40253 1.6016 0.3308 0.8184
H -0.72874 1.34695 -0.23822 -0.2070 1.7706 0.9326
```
Positions in Å, forces in eV/Å.

Values from the calculation:
Largest force on an atom: 3.13 eV/Å
Energy: -6691.0952 eV
ΔE to the lowest compared entry with this formula, charge and spin: 124.45 kcal/mol
Spin multiplicity: 1
HOMO (alpha / beta): -9.9 / -9.9 eV
HOMO-LUMO gap (alpha / beta): 8.85 / 8.85 eV

***

Q: Among the records above, which one has the highest largest force on an atom?
A: number 2